#w
The following is a DFT calculation (the ωB97M-V functional and the def2-TZVPD basis) of C2H6FOP in the gas phase.

Structure (XYZ):
```
11
Properties=species:S:1:pos:R:3
P -1.06596 0.21199 -0.71961
F -1.76172 1.03418 0.50375
O 2.45173 0.96600 -0.33230
C 0.92836 1.02418 -0.05654
C -1.13871 -1.38450 0.15607
H 0.48700 2.09870 -0.15805
H -1.93984 -2.20552 -0.07671
H -0.26505 -1.76220 -0.44573
H -0.96068 -1.24890 1.19418
H 2.64668 0.37525 -1.12229
H 0.61820 0.89083 1.05724
```

Calculated values
- spin multiplicity = 1
- Kohn-Sham gap (eV) = 9.74
- highest occupied orbital energy (eV) = -9.12
- SMILES = CP(F)CO

---

#x
The following is a DFT calculation (the ωB97M-V functional and the def2-TZVPD basis) of 2 unconnected molecules or ions with the total composition C2H6FOP.

Structure (XYZ):
```
11
Properties=species:S:1:pos:R:3
P 2.13446 -0.15959 0.41987
F -3.63649 0.73114 0.70723
O -2.48190 -1.17587 0.27066
C -2.85200 0.02679 -0.22014
C 3.68974 0.29285 0.13520
H 1.67119 -0.26313 -0.90720
H -1.98098 0.83212 -0.50523
H 4.40044 0.55333 -0.74304
H -3.55795 -0.29105 -0.98487
H -1.68677 -1.07728 0.76209
H 4.30025 0.53069 1.06543
```

Calculated values
- spin multiplicity = 1
- Kohn-Sham gap (eV) = 10.22
- highest occupied orbital energy (eV) = -10.25
- SMILES = C=P.OCF

---

Q: Which of them is the least stable? A: #x.

---

#w
The following is a DFT calculation (the ωB97M-V functional and the def2-TZVPD basis) of 2 unconnected molecules or ions with the total composition CH3NO.

Structure (XYZ):
```
6
Properties=species:S:1:pos:R:3
O -1.95203 -0.46742 0.09267
N 1.31054 -0.34643 0.34837
C -1.08934 0.29432 0.13326
H -0.96281 1.29901 0.05565
H 1.61498 0.32990 -0.33839
H 1.07866 -1.10937 -0.29156
```

Calculated values
- spin multiplicity = 1
- Kohn-Sham gap (spin up / spin down) (eV) = 8.47 / 10.19
- highest occupied orbital energy (spin up / spin down) (eV) = -8.41 / -9.79

---

#x
The following is a DFT calculation (the ωB97M-V functional and the def2-TZVPD basis) of CH3NO in the gas phase.

Structure (XYZ):
```
6
Properties=species:S:1:pos:R:3
O -0.18353 1.12392 -0.71758
N -0.38666 -0.52704 0.63119
C 0.37107 0.03914 -0.21968
H 1.27368 -0.31252 -0.72427
H -1.01537 1.05591 -0.04377
H -0.05918 -1.37941 1.07412
```

Calculated values
- spin multiplicity = 1
- Kohn-Sham gap (eV) = 11.42
- highest occupied orbital energy (eV) = -10.32
- SMILES = [H]/N=C/O

---

Q: Which of them is the least stable? A: #w.

---

#w
The following is a DFT calculation (the ωB97M-V functional and the def2-TZVPD basis) of a gas-phase ion, C4H12N2P (charge +1).

Structure (XYZ):
```
19
Properties=species:S:1:pos:R:3
P 3.47888 -0.17108 -0.10648
N -2.42053 -0.76382 0.33892
N 0.78067 -0.88994 0.25170
C 0.58589 0.56744 0.39767
C 1.59868 0.03337 -0.56646
C -1.83720 0.17839 -0.68775
C -0.78403 1.14084 -0.00221
H -1.36232 1.71107 0.73503
H -2.45114 0.88647 -1.33646
H -0.55762 1.98829 -0.77808
H 1.06839 0.93322 1.32013
H -0.07030 -1.28022 -0.12771
H 1.18867 -1.54152 0.97602
H 3.36081 0.52259 1.08263
H 1.42763 0.07479 -1.65327
H -1.37657 -0.50551 -1.39882
H -2.73766 -0.34381 1.17769
H 3.31466 -1.31750 0.51540
H -3.20690 -1.22307 -0.13795
```

Calculated values
- spin multiplicity = 1
- Kohn-Sham gap (eV) = 10.64
- highest occupied orbital energy (eV) = -13.68
- SMILES = NCC[C@H]1[NH2+][C@@H]1P
- total charge = +1

---

#x
The following is a DFT calculation (the ωB97M-V functional and the def2-TZVPD basis) of a gas-phase ion, C4H12N2P (charge +1).

Structure (XYZ):
```
19
Properties=species:S:1:pos:R:3
P 1.82620 -1.82873 -0.18582
N 0.99273 0.98261 -0.72262
N -1.34421 -1.49225 0.75225
C -0.28195 1.75387 -0.50540
C -0.33779 -0.43439 0.79827
C -0.82255 1.11587 0.79902
C 0.59032 -0.45300 -0.54169
H -0.06941 2.79272 -0.42665
H -0.36686 1.64638 1.60450
H 1.31342 1.18188 -1.59949
H 1.69372 1.28846 -0.08660
H -1.77895 -1.71887 1.64410
H 0.33454 -0.47429 1.72338
H -2.14358 -1.33389 0.12200
H -1.84828 0.99571 0.88558
H 0.72189 -2.66375 -0.26827
H 2.51341 -1.93874 -1.38460
H -0.92639 1.24455 -1.33237
H -0.06627 -0.66413 -1.27559
```

Calculated values
- spin multiplicity = 1
- Kohn-Sham gap (eV) = 9.93
- highest occupied orbital energy (eV) = -13.23
- SMILES = N[C@@H]1CC[NH2+][C@H]1P
- total charge = +1

---

Q: Which of them is the least stable? A: #w.